[1]
Computed, not measured: C15H17AuCl2N2O3 as an isolated structure, with wB97M-V/def2-TZVPD.

Element x y z (Å)
Au: -0.5449 1.3184 -0.1899
Cl: 6.0702 -2.2066 0.2475
C: 4.3763 -1.7934 0.2359
C: 3.5550 -2.3062 -0.7795
C: 2.2267 -1.9931 -0.8004
Cl: 1.2221 -2.6252 -2.0708
C: 1.5887 -1.1531 0.1837
O: 0.3513 -0.9112 0.1264
C: 2.4795 -0.6402 1.1854
C: 2.0435 0.2455 2.2456
O: 0.9314 0.7126 2.4385
C: 3.8464 -0.9790 1.1940
H: 3.9736 -2.9467 -1.5439
H: 2.8546 0.4981 2.9606
H: 4.4809 -0.5804 1.9773
C: -4.4210 -1.7552 -2.7272
C: -3.6413 -1.2866 -1.5479
C: -3.5650 -1.7562 -0.2576
C: -2.6402 -0.9283 0.4076
N: -2.2003 -0.0021 -0.4298
N: -2.8119 -0.2278 -1.6099
C: -2.1535 -1.0172 1.8112
H: -5.0503 -2.5945 -2.4413
H: -3.7585 -2.0863 -3.5280
H: -5.0638 -0.9660 -3.1191
H: -4.0973 -2.5973 0.1518
H: -2.5777 0.3400 -2.4043
H: -2.9906 -0.9907 2.5100
H: -1.4578 -0.2114 2.0371
H: -1.6108 -1.9517 1.9510
C: 0.0604 3.6843 1.8051
O: 0.8645 3.7406 0.5992
C: 0.6956 2.8360 -0.3023
C: 1.6501 3.0183 -1.4268
H: -0.9895 3.7088 1.5218
H: 0.3334 4.5689 2.3717
H: 0.3068 2.7740 2.3453
H: 2.2110 3.9497 -1.3565
H: 1.1173 2.9473 -2.3745
H: 2.3349 2.1640 -1.3968

Atoms 1-3, force components in eV/Å:
Au 0.0 0.0 -0.4
Cl 0.0 0.0 0.0
C 0.0 0.0 0.0

Values from the calculation:
F_max ... 0.37 eV/Å
Energy relative to the best compared isomer or geometry (same formula, charge and spin) ... 61.7 kJ/mol
Highest occupied orbital energy ... -0.2595 Eh
Electronic energy ... -53689.33063 eV

---

[2]
Computed, not measured: C15H17B3Br21I2NO3 as an isolated structure at a distorted geometry, with wB97M-V/def2-TZVPD.

Element x y z (Å)
C: -2.8047 4.9440 1.1292
C: -2.7401 3.4258 1.5783
I: -4.6954 3.0500 2.4908
C: -1.5716 3.2602 2.5987
I: 0.2669 3.8667 1.5564
B: -1.3545 1.7660 3.1554
O: -2.3546 0.7924 3.2760
B: -1.8814 -0.5271 3.1572
O: -0.5631 -0.9418 3.4131
B: 0.2717 0.1381 3.0788
C: 1.5242 0.0544 2.1228
C: 2.5372 1.0749 2.1582
C: 3.5704 0.8656 1.1918
C: 3.5327 -0.2575 0.3261
N: 2.6416 -1.2813 0.2724
C: 1.6683 -1.0175 1.2274
O: -0.0620 1.4038 3.6074
H: -3.8267 5.1312 0.7202
H: -2.0993 5.1770 0.3103
H: -2.7089 5.5932 2.0218
H: -2.6208 2.8031 0.6696
H: -1.6932 4.0063 3.4172
H: -2.6738 -1.3638 2.8616
H: 2.4925 1.9367 2.8365
H: 4.4024 1.5838 1.1145
H: 4.3793 -0.3186 -0.4320
H: 0.8772 -1.7849 1.2824
C: -2.0644 -1.1766 -1.2518
Br: -2.8187 0.5029 -0.6624
Br: -0.1809 -1.3062 -0.8356
Br: -3.0524 -2.6846 -0.5595
H: -2.1571 -1.2046 -2.3315
C: -8.2901 4.7788 0.0675
Br: -6.7028 4.0720 -0.7703
Br: -9.1758 3.4517 1.1578
Br: -7.9142 6.3919 1.0618
H: -8.9765 5.0474 -0.7269
C: 6.9515 -1.2009 -2.6546
Br: 6.9458 0.5971 -3.3630
Br: 8.4700 -1.5148 -1.5021
Br: 5.2823 -1.6273 -1.7748
H: 7.0485 -1.8744 -3.4979
C: 4.0269 -4.0564 3.1165
Br: 3.7804 -2.2320 2.5321
Br: 4.2636 -5.2545 1.6184
Br: 5.4631 -4.2224 4.4030
H: 3.1153 -4.3551 3.6203
C: 1.9666 -3.9301 -3.6979
Br: 2.5003 -5.7819 -3.5461
Br: 0.1274 -3.7547 -4.2755
Br: 2.2991 -2.9553 -2.0644
H: 2.5844 -3.4838 -4.4687
C: -5.4055 6.3818 -4.0018
Br: -4.9557 7.8885 -2.8804
Br: -4.3010 4.8433 -3.6123
Br: -7.2873 5.9567 -3.9065
H: -5.1964 6.6716 -5.0244
C: 3.9320 -9.5089 -2.3124
Br: 4.3845 -7.9192 -1.3144
Br: 3.2672 -10.9097 -1.1608
Br: 2.7061 -9.1376 -3.7648
H: 4.8495 -9.8733 -2.7585

Atoms 1-3, force components in eV/Å:
C -1.3 -0.7 -0.3
C 0.6 1.9 -0.1
I 0.6 -0.2 -0.1

Values from the calculation:
F_max ... 4.36 eV/Å
Highest occupied orbital energy ... -0.3363 Eh
Electronic energy ... -1512588.73006 eV

---

[3]
Computed, not measured: C15H17BrClF9O11P2S3 as an isolated structure at a distorted geometry, with wB97M-V/def2-TZVPD.

Element x y z (Å)
C: 1.3950 -3.9627 -0.9471
C: 0.8479 -2.4875 -1.5173
C: 0.6653 -2.6529 -3.1392
C: -0.5938 -2.2414 -0.7367
C: -1.3394 -0.8374 -1.0872
C: -0.8077 0.5035 -0.3173
C: -1.1222 1.7404 -1.4070
O: -2.1660 2.6030 -1.2604
C: -0.2486 2.0069 -2.7885
F: -1.2968 2.1064 -3.8762
F: 0.6222 0.8865 -3.2000
C: 0.5002 3.4799 -2.8073
F: -0.6080 4.4866 -3.0129
F: 1.1617 3.8576 -1.5432
C: 1.5460 3.7054 -4.0440
F: 1.9305 5.1665 -3.9980
F: 0.8747 3.5392 -5.3868
C: 2.9623 2.8777 -3.9256
O: 3.9348 3.1523 -3.0149
O: 3.2584 1.6994 -4.8072
O: 0.6537 0.4612 -0.2657
S: 1.3338 1.6013 0.7982
O: 2.8891 1.3835 0.5747
O: 1.1144 1.3115 2.4271
C: 0.4740 0.0625 2.8278
P: 1.4904 -1.3781 2.1701
O: 1.2159 -2.9188 2.9147
Cl: 3.5230 -0.9153 2.7952
P: 0.5047 0.2428 4.7801
O: 1.3687 1.7410 5.1956
Br: 1.6671 -1.3720 5.8156
C: -1.1133 0.1747 2.4580
S: -1.6799 1.5184 3.7296
S: -2.1862 -1.2829 2.9633
O: -1.4821 -2.2666 3.9804
O: -2.6461 -2.1914 1.7878
C: -3.7592 -0.8328 3.9147
F: -4.5792 -2.1051 3.8971
F: -4.6142 0.1884 3.2953
F: -3.5032 -0.6041 5.3871
C: -1.5234 0.9021 1.0653
O: -2.9973 0.6720 0.8844
H: 2.5119 -3.8610 -0.5371
H: 0.7572 -4.3045 -0.0087
H: 1.3005 -4.8096 -1.7491
H: 1.6857 -1.7243 -1.2291
H: 1.2084 -3.6109 -3.5718
H: 1.1103 -1.6935 -3.6593
H: -0.4889 -2.8054 -3.3699
H: -1.3060 -3.1009 -1.1653
H: -0.4679 -2.4924 0.3977
H: -2.5056 -1.0398 -0.9920
H: -1.1756 -0.6529 -2.2558
H: 2.6162 1.6695 -5.5755
H: 0.5479 -3.4043 2.3188
H: 2.3698 1.5367 5.1708
H: -0.8744 2.6510 3.4618
H: -1.4573 2.0893 1.1863
H: -3.4993 1.5313 0.9983

Atoms 1-3, force components in eV/Å:
C 0.1 0.2 0.9
C 0.3 -1.9 0.6
C -0.2 0.4 0.1

Values from the calculation:
F_max ... 10.05 eV/Å
Highest occupied orbital energy ... -0.3151 Eh
Electronic energy ... -196442.18129 eV

---

[4]
Computed, not measured: one molecule with the formula C15H17BrN2O5S2, with wB97M-V/def2-TZVPD.

Element x y z (Å)
C: 0.2615 0.8505 5.4786
C: 0.4614 1.3226 4.0449
H: 1.5041 1.2018 3.7391
H: 0.1927 2.3777 3.9449
O: -0.3994 0.5504 3.2089
C: 0.0363 -0.0221 2.0796
C: 1.0518 0.4407 1.2392
C: 1.4530 -0.3131 0.1491
C: 0.8019 -1.4892 -0.1601
C: -0.2714 -1.9284 0.6024
C: -0.6334 -1.2035 1.7130
H: -1.4521 -1.5267 2.3351
H: -0.8072 -2.8232 0.3284
Br: 1.3496 -2.4679 -1.6718
H: 2.2649 0.0524 -0.4583
S: 1.8615 2.0376 1.3768
O: 3.1006 1.8892 2.0841
O: 0.9371 3.0344 1.8412
N: 2.2776 2.3801 -0.2207
H: 3.1891 2.8135 -0.2164
C: 1.2778 3.1287 -0.9763
C: 0.1169 2.2012 -1.2106
C: 0.1734 1.2582 -2.2326
C: -0.7947 0.2736 -2.3273
C: -1.8083 0.2406 -1.3908
C: -1.9169 1.2031 -0.4089
C: -0.9550 2.1948 -0.3249
H: -1.0025 2.9343 0.4589
H: -2.7292 1.1372 0.2967
S: -2.9355 -1.1337 -1.3759
O: -2.2396 -2.3124 -1.8022
O: -3.6306 -1.1573 -0.1217
N: -4.0228 -0.7120 -2.5859
H: -4.0494 -1.3958 -3.3247
H: -4.9419 -0.5264 -2.2195
H: -0.7503 -0.4929 -3.0845
H: 0.9957 1.2744 -2.9319
H: 1.7302 3.4373 -1.9208
H: 0.9508 4.0118 -0.4145
H: 0.5526 -0.1921 5.5785
H: 0.8675 1.4541 6.1473
H: -0.7841 0.9482 5.7570

Atoms 1-3, force components in eV/Å:
C 0.0 0.0 -0.5
C 0.1 0.2 0.6
H -0.1 -0.1 0.1

Values from the calculation:
F_max ... 0.84 eV/Å
SMILES string ... CCOc1ccc(Br)cc1S(=O)(=O)NCc1ccc(S(N)(=O)=O)cc1
Energy relative to the best compared isomer or geometry (same formula, charge and spin) ... 0.0 kJ/mol
Highest occupied orbital energy ... -0.3133 Eh
Electronic energy ... -120760.51879 eV

---

[5]
Computed, not measured: C15H17ClN2O3S2 as an isolated structure at a distorted geometry, with wB97M-V/def2-TZVPD.

Element x y z (Å)
C: -2.5341 1.4205 0.0866
N: -1.0977 0.8958 0.2353
S: -0.4385 0.0143 -1.0105
O: 0.7377 -0.5126 -0.7664
O: -1.5827 -0.9446 -1.6972
C: -0.3419 1.3049 -2.5033
C: 0.6609 2.1228 -2.6959
C: 0.8145 2.8743 -3.8259
C: -0.4245 2.7992 -4.4130
S: -1.5293 1.5602 -3.5764
H: -0.7636 3.4663 -5.1032
H: 1.6190 3.6574 -4.1597
H: 1.6979 1.8134 -2.1907
C: -0.1579 2.1218 0.6372
H: -0.0118 2.8051 -0.3014
H: -0.7048 2.6407 1.4681
C: 1.0436 1.4321 0.8180
O: 2.1085 1.9799 0.3348
N: 1.2740 0.4957 1.9053
H: 0.1929 0.2551 2.0592
C: 2.3287 -0.3620 1.9241
C: 1.7303 -1.4358 2.7443
C: 0.7105 -2.1741 1.9530
C: -0.7504 -1.8623 2.2539
C: -1.3888 -2.5131 1.3266
C: -1.3403 -3.2673 0.2871
C: -0.1683 -3.5667 -0.1896
C: 1.1001 -2.9686 0.8228
H: 1.8918 -3.0919 0.4570
H: 0.1165 -4.0566 -0.9389
Cl: -2.5050 -3.7596 -0.7524
H: -2.6401 -2.3238 1.5005
H: -0.9049 -1.4571 3.1202
H: 2.5399 -2.3766 2.6705
H: 1.3628 -1.4042 3.6269
H: 3.1432 0.2068 2.7780
H: 2.8240 -0.6783 0.9524
H: -3.0570 1.7786 1.1479
H: -2.9899 0.6220 -0.3990
H: -2.5653 2.4883 -0.5860

Atoms 1-3, force components in eV/Å:
C 1.1 3.9 0.9
N -0.9 2.7 0.9
S -16.0 2.3 -9.4

Values from the calculation:
F_max ... 18.67 eV/Å
Highest occupied orbital energy ... -0.3235 Eh
Electronic energy ... -59131.01015 eV

---

[6]
Computed, not measured: one molecule with the formula C15H17FN2O3S, with wB97M-V/def2-TZVPD.

Element x y z (Å)
C: 7.1424 0.9517 0.3148
H: 7.0435 0.9192 1.4045
O: 6.5101 -0.1482 -0.2944
C: 5.1699 -0.3084 -0.1186
C: 4.6047 -1.4240 -0.7381
C: 3.2546 -1.6779 -0.6214
C: 2.4348 -0.8343 0.1200
C: 2.9991 0.2768 0.7312
C: 4.3523 0.5437 0.6173
H: 4.7552 1.4152 1.1081
H: 2.3658 0.9396 1.3018
C: 0.9538 -1.0803 0.2200
N: 0.1760 -0.1226 -0.5548
S: -0.5077 1.1648 0.2637
O: 0.0769 1.3317 1.5570
O: -0.5448 2.2595 -0.6506
N: -2.0597 0.6591 0.5142
H: -2.0888 -0.0795 1.2003
C: -2.7867 0.3519 -0.7033
C: -4.2478 0.1602 -0.4071
C: -5.2147 1.0759 -0.7964
C: -6.5511 0.8699 -0.4967
C: -6.9451 -0.2569 0.2044
C: -6.0005 -1.1839 0.6104
C: -4.6743 -0.9581 0.2997
F: -3.7508 -1.8664 0.6982
H: -6.2763 -2.0701 1.1599
H: -7.9862 -0.4170 0.4385
H: -7.2879 1.5935 -0.8101
H: -4.9095 1.9571 -1.3393
H: -2.6304 1.2078 -1.3607
H: -2.3781 -0.5476 -1.1869
H: 0.6520 0.2079 -1.3792
H: 0.6194 -0.9731 1.2540
H: 0.7075 -2.0870 -0.1356
H: 2.8324 -2.5462 -1.1067
H: 5.2490 -2.0761 -1.3062
H: 8.1948 0.8710 0.0468
H: 6.7462 1.9014 -0.0584

Atoms 1-3, force components in eV/Å:
C 0.1 0.2 0.1
H 0.0 0.0 0.0
O -0.2 -0.2 -0.1

Values from the calculation:
F_max ... 0.88 eV/Å
SMILES string ... COc1ccc(CNS(=O)(=O)NCc2ccccc2F)cc1
Energy relative to the best compared isomer or geometry (same formula, charge and spin) ... 11.3 kJ/mol
Highest occupied orbital energy ... -0.3132 Eh
Electronic energy ... -38505.79253 eV

---

[7]
Computed, not measured: C15H17N2O5SSe5SiTa as an isolated structure at a distorted geometry, with wB97M-V/def2-TZVPD.

Element x y z (Å)
Ta: -0.0467 -1.3471 -0.2172
O: -0.6669 2.6749 2.9566
C: -0.5490 1.5828 2.1838
O: 0.1402 1.5396 1.2034
C: -1.4176 0.4576 2.6395
C: -2.1537 0.5551 3.8044
C: -2.9600 -0.5105 4.1873
C: -3.0029 -1.6206 3.3765
C: -2.2158 -1.6344 2.2320
N: -1.4278 -0.6332 1.8644
C: -2.2273 -2.8222 1.3153
O: -3.0708 -3.6722 1.4049
O: -1.2445 -2.7769 0.4461
H: -0.0714 3.3473 2.5944
H: -2.0929 1.4581 4.3917
H: -3.5438 -0.4608 5.0964
H: -3.6134 -2.4860 3.5903
O: -1.6277 -0.1129 -0.7321
N: -2.0630 0.1433 -1.9688
C: -2.7867 1.2685 -2.1444
C: -3.3005 1.5623 -3.3725
C: -3.0585 0.6759 -4.4307
C: -2.3099 -0.4527 -4.2242
C: -1.7780 -0.7357 -2.9538
S: -0.7977 -2.0787 -2.5627
H: -2.9065 1.8708 -1.2576
H: -3.8756 2.4654 -3.5079
H: -3.4568 0.8881 -5.4138
H: -2.0952 -1.1486 -5.0216
Se: 1.5627 -1.4372 1.8944
Se: 0.9573 -3.4957 2.6980
Se: 1.1024 -4.8410 0.6917
Se: 1.5852 -3.2678 -0.9034
C: 3.8599 0.8720 1.0649
Si: 3.5677 0.9167 -0.7613
C: 4.7635 -0.1620 -1.6676
C: 3.6207 2.6670 -1.3706
Se: 1.4720 0.2153 -1.3999
H: 4.7845 1.4216 1.2684
H: 3.9769 -0.1491 1.4280
H: 3.0417 1.3429 1.6101
H: 5.7862 0.2012 -1.5318
H: 4.5353 -0.1802 -2.7341
H: 4.7039 -1.1854 -1.2899
H: 4.5882 3.1156 -1.1287
H: 2.8354 3.2595 -0.8970
H: 3.4770 2.7096 -2.4512

Atoms 1-3, force components in eV/Å:
Ta -1.1 0.1 0.4
O 0.1 0.0 0.1
C -0.3 0.0 -0.2

Values from the calculation:
F_max ... 1.13 eV/Å
Energy relative to the best compared isomer or geometry (same formula, charge and spin) ... 92.2 kJ/mol
Highest occupied orbital energy ... -0.2474 Eh
Electronic energy ... -376050.26152 eV

---

[8]
Computed, not measured: one molecule with the formula C15H17N3O2S at a distorted geometry, with wB97M-V/def2-TZVPD.

Element x y z (Å)
C: -3.7824 -0.7269 -1.9204
C: -4.3070 -1.7134 -0.8843
H: -3.7951 -2.6698 -1.0210
C: -4.1205 -1.2683 0.5802
N: -2.7221 -1.0420 0.9121
C: -1.9413 0.0109 0.5783
N: -0.6611 -0.1011 0.4783
C: -0.0393 1.0968 0.2467
C: -0.8876 2.1609 0.1627
S: -2.5256 1.6700 0.3941
H: -0.6723 3.1928 -0.0186
C: 1.4095 1.1223 0.1084
C: 2.1177 -0.0710 0.2457
C: 3.4941 -0.0915 0.1228
C: 4.1951 1.0918 -0.1296
C: 3.4913 2.2783 -0.2808
C: 2.1150 2.2937 -0.1650
H: 1.5892 3.2267 -0.2865
H: 4.0425 3.1796 -0.4956
O: 5.5526 1.0925 -0.2804
C: 6.2390 0.0265 0.3419
C: 5.5670 -1.3395 0.2444
O: 6.1862 -2.3790 0.2592
N: 4.2158 -1.2860 0.2030
H: 3.7032 -2.1581 0.2114
H: 6.3740 0.2419 1.4155
H: 7.2248 -0.0246 -0.1251
H: 1.5732 -0.9815 0.4399
H: -2.1746 -1.8920 0.9473
C: -5.0091 -0.0866 0.9538
H: -4.7593 0.2656 1.9510
H: -4.9032 0.7388 0.2580
H: -6.0481 -0.4063 0.9485
H: -4.4175 -2.1136 1.2158
H: -5.3728 -1.8823 -1.0480
H: -4.2802 0.2355 -1.8389
H: -3.9595 -1.1167 -2.9201
H: -2.7116 -0.5745 -1.8046

Atoms 1-3, force components in eV/Å:
C -0.1 -0.2 0.1
C 0.1 0.1 0.2
H -0.1 -0.1 0.0

Values from the calculation:
F_max ... 1.14 eV/Å
SMILES string ... CC[C@H](C)Nc1nc(-c2ccc3c(c2)NC(=O)CO3)cs1
Energy relative to the best compared isomer or geometry (same formula, charge and spin) ... 0.0 kJ/mol
Highest occupied orbital energy ... -0.2777 Eh
Electronic energy ... -35232.21566 eV